<w>
# CH4S3

A 2-piece molecular cluster, CH4S3 overall (ωB97M-V/def2-TZVPD, the OMol25 dataset).

CARTESIAN COORDINATES (ANGSTROEM)
C 0.63 1.07 1.93
S 2.30 0.74 1.65
S -0.31 2.04 1.03
S -2.29 -0.84 -1.82
H 0.25 0.57 2.81
H 2.43 1.49 0.56
H -1.21 -0.76 -2.58
H -1.65 -1.53 -0.88

E_HOMO (eV): -8.93
HOMO-LUMO gap (eV): 8.59
Net charge: 0

---

<x>
# CH4S3

CH4S3 as an isolated structure (ωB97M-V/def2-TZVPD, the OMol25 dataset).

CARTESIAN COORDINATES (ANGSTROEM)
C -0.19 -0.34 -0.06
S 1.57 0.09 0.23
S -1.04 0.63 -1.43
S -1.03 -0.53 1.46
H 0.10 -1.64 -0.62
H 1.96 0.83 -0.77
H -1.60 1.59 -0.80
H 0.23 -0.62 1.99

E_HOMO (eV): -9.10
HOMO-LUMO gap (eV): 9.64
Net charge: 0

---

Which structure loses on stability? <x> does.

---

<w>
# C8H11NO4S

One molecule with the formula C8H11NO4S (ωB97M-V/def2-TZVPD, the OMol25 dataset).

CARTESIAN COORDINATES (ANGSTROEM)
C 1.56 2.92 0.12
C 1.15 1.80 -0.02
C -1.65 -0.76 -0.27
C -1.36 0.98 1.21
C -2.74 0.28 1.41
C 0.90 0.16 -1.93
C 1.40 -2.46 0.10
C 0.64 0.48 -0.18
N -0.82 0.33 0.05
O -1.42 -1.71 -0.98
O 2.97 -0.45 0.70
O 1.10 -0.75 2.15
O -2.82 -0.65 0.40
S 1.60 -0.75 0.82
H 1.73 3.95 0.05
H -1.52 2.00 0.91
H -0.65 0.91 2.14
H -2.77 -0.10 2.49
H -3.75 0.97 1.35
H 0.19 -0.60 -2.10
H 0.96 1.19 -2.37
H 1.89 -0.16 -1.97
H 0.38 -2.77 0.16
H 1.60 -2.45 -0.89
H 2.14 -2.99 0.71

E_HOMO (eV): -9.61
HOMO-LUMO gap (eV): 10.31
Net charge: 0

---

<x>
# C8H11NO4S

One molecule with the formula C8H11NO4S (ωB97M-V/def2-TZVPD, the OMol25 dataset).

CARTESIAN COORDINATES (ANGSTROEM)
C 0.24 2.13 0.38
C 2.21 -1.00 0.75
C -0.99 1.89 1.25
C 1.91 0.24 0.36
C -0.41 0.50 1.47
C -0.93 -0.85 -1.10
C -1.55 0.23 -1.91
C -0.13 -1.82 -1.48
N 0.72 0.88 0.68
O 0.67 3.01 -0.31
O 3.37 -1.64 0.46
O -1.03 -2.08 1.26
O -2.80 -0.45 0.74
S -1.42 -0.84 0.65
H 1.54 -1.61 1.33
H -1.03 2.52 2.14
H -1.95 1.92 0.74
H 2.58 0.85 -0.23
H -0.21 0.15 2.48
H -0.95 1.14 -1.85
H -2.54 0.44 -1.52
H -1.62 -0.06 -2.95
H 0.20 -2.56 -0.77
H 3.95 -1.06 -0.06
H 0.20 -1.93 -2.50

E_HOMO (eV): -8.58
HOMO-LUMO gap (eV): 9.08
Net charge: 0

---

Which structure loses on stability? <w> does.

---

<w>
# C8H9NO3

A 2-piece molecular cluster, C8H9NO3 overall (ωB97M-V/def2-TZVPD, the OMol25 dataset).

CARTESIAN COORDINATES (ANGSTROEM)
C -1.53 2.33 -1.46
C -1.43 1.25 -0.94
C -2.01 -0.96 0.20
C 0.84 -1.14 2.58
C -1.44 -1.27 -1.16
C -1.01 0.04 -0.29
C 2.48 0.82 0.07
C 1.32 0.40 -0.79
N -2.59 -1.52 1.10
O 0.24 -0.30 3.11
O 1.45 -1.99 2.15
O 0.35 0.11 0.27
H -1.71 3.19 -2.06
H -2.14 -1.17 -1.97
H -0.69 -2.01 -1.28
H 2.29 0.27 0.97
H 3.48 0.80 -0.35
H 2.20 1.87 0.43
H 1.62 -0.66 -1.11
H 0.84 1.04 -1.50
H -2.56 -1.08 2.01

E_HOMO (eV): -9.48
HOMO-LUMO gap (eV): 10.23
Net charge: 0

---

<x>
# C8H9NO3

One molecule with the formula C8H9NO3 (ωB97M-V/def2-TZVPD, the OMol25 dataset).

CARTESIAN COORDINATES (ANGSTROEM)
C 0.06 0.21 1.60
C -0.85 -0.77 1.28
C 1.87 0.31 -1.02
C -0.22 1.36 -1.90
C 0.32 -2.17 -1.13
C -0.05 1.40 0.88
C -1.43 -0.87 -0.08
C 0.50 0.24 -1.25
N -0.20 -0.90 -0.95
O 2.60 1.15 -1.49
O -1.37 1.57 -2.21
O -0.20 -3.13 -0.70
H 0.92 -0.08 2.22
H -1.02 -1.57 2.02
H 2.25 -0.49 -0.39
H 0.56 2.02 -2.29
H 1.29 -2.10 -1.66
H -0.93 1.60 0.30
H 0.74 2.21 0.84
H -1.99 -1.69 -0.33
H -1.92 -0.02 -0.38

E_HOMO (eV): -8.52
HOMO-LUMO gap (eV): 6.71
Net charge: 0

---

<y>
# C8H9NO3

A 2-piece molecular cluster, C8H9NO3 overall (ωB97M-V/def2-TZVPD, the OMol25 dataset).

CARTESIAN COORDINATES (ANGSTROEM)
C 0.43 1.85 -2.11
C -0.64 1.91 -1.19
C 1.44 0.97 -1.81
C -0.70 1.24 -0.01
C -0.46 -1.83 0.47
C 1.44 0.02 -0.65
C 0.35 0.29 0.37
C -1.59 -1.94 1.40
N 0.60 0.02 1.71
O 0.31 -2.47 -0.09
O -0.31 0.18 2.52
O 1.68 -0.52 2.04
H 0.25 2.28 -3.08
H -1.38 2.69 -1.38
H 2.18 0.55 -2.51
H -1.47 1.48 0.69
H 1.34 -0.90 -1.08
H 2.32 0.12 -0.03
H -1.41 -2.80 2.08
H -2.48 -2.03 0.63
H -1.88 -1.11 2.02

E_HOMO (spin up / spin down) (eV): -7.62 / -7.62
HOMO-LUMO gap (spin up / spin down) (eV): 7.28 / 7.28
Net charge: 0

---

Which structure loses on stability? <y> does.

---

<w>
# C2H3N3O

C2H3N3O as an isolated structure (ωB97M-V/def2-TZVPD, the OMol25 dataset).

CARTESIAN COORDINATES (ANGSTROEM)
O 0.01 -1.08 -1.79
C -0.21 -0.33 -0.70
N -0.03 0.99 -0.72
N -0.04 1.28 0.57
N -0.17 0.28 1.42
C -0.27 -0.79 0.63
H 0.95 -0.78 -1.30
H 0.11 2.22 0.88
H -0.34 -1.80 1.02

E_HOMO (eV): -9.81
HOMO-LUMO gap (eV): 10.58
Net charge: 0

---

<x>
# C2H3N3O

C2H3N3O as an isolated structure (ωB97M-V/def2-TZVPD, the OMol25 dataset).

CARTESIAN COORDINATES (ANGSTROEM)
O -0.59 0.87 1.82
C -0.30 0.30 0.65
N 0.71 -0.57 0.50
N 0.65 -0.91 -0.91
C -0.37 -0.18 -1.36
N -1.02 0.52 -0.44
H 0.01 0.52 2.49
H 1.57 -0.34 -0.34
H -0.66 -0.21 -2.41

E_HOMO (eV): -10.03
HOMO-LUMO gap (eV): 10.72
Net charge: 0

---

Which structure loses on stability? <w> does.